(1)
C16H33As3N4O4SSc as an isolated structure. Source: the OMol25 dataset; level of theory: ωB97M-V with the def2-TZVPD basis set.

```
62
C16H33As3N4O4SSc (ωB97M-V with the def2-TZVPD basis set)
H -2.20 3.34 -0.21
C -3.59 2.00 -3.07
H -3.39 6.93 0.47
H -4.59 -0.30 -1.34
H -0.14 5.87 -2.18
H -3.92 3.12 -0.48
S -1.58 -2.42 0.57
C -0.91 -2.68 2.10
H -0.56 5.09 -0.62
H 1.80 2.35 -2.55
C 1.40 1.66 -3.30
H -3.76 1.96 2.05
As -2.66 6.13 -1.79
C -1.25 2.84 -2.70
C -2.93 2.75 -0.77
H -0.62 3.41 -2.03
H 1.42 -1.24 5.12
As -2.79 0.95 -0.05
H 1.21 -0.41 2.56
N 0.97 -1.20 1.96
N -0.57 -3.50 4.16
H -1.98 1.93 2.12
H -4.29 4.43 -2.52
Sc -0.24 -0.26 -0.34
As -0.38 1.09 -2.80
C -3.43 5.95 0.00
H 1.38 -2.90 5.73
O 0.35 1.40 0.51
N 0.20 -2.12 2.66
H -0.24 -0.46 -4.79
H -0.50 6.85 -0.77
C 2.40 0.35 0.01
H -3.32 0.95 -2.89
H -2.91 5.24 0.64
C -0.77 5.93 -1.29
H -1.95 -0.23 -4.35
H 1.83 -1.64 1.63
H -3.03 4.55 -3.70
H -2.15 -4.11 2.98
H 2.44 -2.48 4.37
H -2.92 0.44 2.42
H -4.48 5.66 -0.08
C 1.47 -2.29 4.83
C 0.37 -2.65 3.92
H -4.64 2.10 -2.80
H -3.50 2.18 -4.14
O 2.10 2.78 0.18
O 3.44 0.08 0.54
H -1.08 1.04 -5.23
H -5.31 0.85 -0.20
N -1.35 -3.51 3.04
H -1.13 3.27 -3.70
H -4.64 -0.68 0.39
C -2.72 2.97 -2.28
C 1.63 1.68 0.25
C -0.99 0.26 -4.47
C -2.87 1.36 1.85
H 2.04 0.78 -3.36
O 1.68 -0.45 -0.74
C -4.52 0.12 -0.34
C -3.20 4.40 -2.63
H 1.35 2.16 -4.27
```

LUMO energy: -2.9376 eV
HOMO-LUMO gap: 7.7643 eV
net charge: +1

(2)
A 2-piece molecular cluster, C5H8O2 overall. Source: the OMol25 dataset; level of theory: ωB97M-V with the def2-TZVPD basis set.

```
15
C5H8O2 (ωB97M-V with the def2-TZVPD basis set)
H -0.72 -0.69 -1.93
H 0.41 0.41 -2.72
O 1.50 -1.16 -0.78
C 0.85 0.03 -0.68
H 0.50 1.83 0.38
H -1.57 0.94 0.92
H 1.55 -1.58 0.09
H -2.33 -0.13 2.26
C 1.06 0.91 0.32
H 1.79 0.73 1.10
C -1.56 0.06 1.53
C -0.63 -0.86 1.44
C -0.13 0.23 -1.79
H -0.81 1.06 -1.61
O 0.10 -1.78 1.48
```

LUMO energy: 0.8640 eV
HOMO-LUMO gap: 9.9908 eV
SMILES: C=C(C)O.C=C=O

(3)
One molecule with the formula C4H7NO2. Source: the OMol25 dataset; level of theory: ωB97M-V with the def2-TZVPD basis set.

```
14
C4H7NO2 (ωB97M-V with the def2-TZVPD basis set)
H 1.99 1.90 0.58
C -0.91 -1.09 0.89
C 0.78 0.24 -0.05
N 1.16 -0.77 -0.71
H 1.88 -0.52 -1.38
H -1.44 -1.14 1.85
H 0.38 2.33 -0.01
H 1.66 1.86 -1.16
C -1.94 -1.01 -0.23
O -0.17 0.12 0.91
H -0.28 -1.97 0.76
O -2.50 -1.96 -0.71
C 1.24 1.67 -0.17
H -2.15 0.03 -0.56
```

LUMO energy: 0.8152 eV
HOMO-LUMO gap: 10.6958 eV
SMILES: [H]/N=C(\C)OCC=O

(4)
C24H37ClIrN2O3 as an isolated structure in a non-equilibrium geometry. Source: the OMol25 dataset; level of theory: ωB97M-V with the def2-TZVPD basis set.

```
68
C24H37ClIrN2O3 (ωB97M-V with the def2-TZVPD basis set)
C 1.86 -2.03 -1.35
H -4.60 2.84 -1.75
H 0.26 2.66 -1.02
C -2.33 1.83 0.96
H 1.11 -2.21 0.64
H 2.18 -1.90 4.19
H -2.88 -1.62 1.40
C -0.46 2.05 -1.60
C 2.04 -2.37 0.09
C -3.21 0.77 2.77
O 1.12 -0.62 1.74
H -1.38 0.14 -5.66
H -0.04 -0.09 3.04
H 1.68 -3.93 -2.33
C -4.26 1.84 -2.03
C 1.99 -0.47 2.70
H -4.11 0.20 2.52
H 0.51 -1.89 3.58
H 2.43 1.65 3.10
C 1.03 -3.09 -2.06
C -1.87 2.24 -1.37
C -0.95 0.40 3.39
H 2.35 -3.41 0.24
H 0.57 -2.67 -2.96
C 2.00 0.79 3.62
C -1.96 0.05 2.35
C -2.26 2.90 -0.09
H -1.47 3.59 0.27
N 1.17 -0.66 -1.52
H 3.77 -1.53 2.00
H -0.12 -0.70 -4.73
C 1.82 -0.03 -2.46
O 2.90 -0.63 -2.94
C -0.01 1.46 -2.84
H -2.49 -1.87 3.12
H 1.10 1.14 4.14
C -2.77 1.82 -2.32
H -0.69 1.47 3.43
C 1.57 -1.80 3.29
H 0.25 -3.46 -1.37
Ir -0.21 0.34 -0.42
C -2.32 1.21 -3.51
H -1.09 -0.09 4.36
H 1.77 1.34 -4.08
C -0.95 1.06 -3.77
N -1.64 0.71 0.99
H 2.80 -1.72 0.51
H 0.26 0.83 -5.56
H 2.02 2.05 -2.42
H -3.25 1.09 3.82
H -3.24 3.38 -0.13
C 3.50 -0.53 2.29
H -4.50 1.15 -1.20
C -2.12 -1.46 2.17
H -4.81 1.51 -2.92
C 3.18 -1.79 -2.07
H -1.17 -1.93 1.90
O -3.22 1.99 1.93
H 4.00 -1.48 -1.39
H 3.96 -0.28 3.24
C -0.52 0.29 -5.01
H 3.53 -2.62 -2.71
H 2.69 0.49 4.41
H 1.77 -2.62 2.60
C 1.46 1.31 -3.03
H -3.05 0.85 -4.23
Cl 1.60 1.80 0.48
H 3.71 0.25 1.58
```

LUMO energy (spin up / spin down): 2.7545 / 2.5388 eV
HOMO-LUMO gap (spin up / spin down): 3.1167 / 5.2862 eV
2S+1: 5
net charge: -1

(5)
A 12-piece molecular cluster, C14H54N2O15 overall in a non-equilibrium geometry. Source: the OMol25 dataset; level of theory: ωB97M-V with the def2-TZVPD basis set.

```
85
C14H54N2O15 (ωB97M-V with the def2-TZVPD basis set)
O 5.26 1.83 3.03
C -6.67 -1.54 -1.50
O 2.00 2.20 -2.08
H 0.36 -0.11 0.11
H 1.89 -1.05 -1.01
H 3.02 -0.70 -1.99
H -1.12 -4.87 1.13
C 1.22 2.16 -4.35
C 2.92 2.17 2.43
O -6.30 -0.33 -2.08
H 0.97 2.37 1.53
H 4.35 1.62 4.85
H 3.64 -3.01 -1.25
H 1.62 -2.50 1.57
C 2.60 -2.17 3.24
H -7.77 0.08 -3.50
H -5.79 -2.89 -0.07
C -1.10 -0.54 -1.46
H 2.15 1.24 -1.91
N -4.39 -2.36 -1.57
H -1.95 3.54 -3.08
O -2.21 1.64 -4.06
H 2.26 2.14 0.36
H -4.44 -1.34 1.12
H -1.63 0.87 -4.01
O 0.30 -2.10 -0.29
H 0.31 2.68 -4.06
C 2.35 2.56 -3.40
O 0.85 0.77 -4.22
H -4.41 -0.13 -0.20
H -0.80 3.86 -2.13
H 3.32 2.12 -3.64
H 3.26 4.05 1.71
H -1.83 2.00 0.45
H -0.63 -0.67 4.09
C 1.90 1.83 1.34
H -8.10 0.63 -1.83
H -6.87 -2.27 -2.29
C -0.38 -0.86 -0.15
H -1.12 -0.79 0.65
H -2.31 1.82 -5.00
H 2.57 3.62 -3.48
O 2.53 -0.36 -1.23
O -0.74 -4.04 1.44
H 2.83 -1.10 3.16
C 5.14 1.14 4.27
O -1.99 0.52 -1.23
H -1.43 -3.65 2.00
C -5.47 -2.00 -0.62
H 1.78 -2.29 3.96
H -7.52 -1.51 -0.81
C 4.25 1.47 2.11
O 3.91 -2.90 -0.33
O -1.45 4.28 -2.70
H 1.70 0.76 1.26
H 3.83 -3.84 3.80
H 5.11 -2.31 2.61
H -1.61 -1.42 -1.87
H 5.14 0.06 4.13
H 4.64 1.64 1.10
H -4.54 -1.64 -2.28
H 3.90 3.69 3.18
H 1.45 2.41 -5.39
H 3.73 -2.67 5.04
C 3.81 -2.75 3.96
H 1.12 0.27 -4.99
H -2.44 0.86 -2.01
H -5.87 -0.33 0.72
H -0.80 3.11 0.27
H -1.35 -1.46 3.00
H -3.46 -2.20 -1.19
C -7.31 0.48 -2.58
H 3.12 -3.14 0.19
O 2.39 -2.84 2.04
H -0.33 -0.32 -2.20
H -6.98 1.50 -2.80
H 4.10 0.38 2.13
H 6.06 1.28 4.85
H 2.54 1.69 3.34
O -1.46 2.78 0.88
C -5.01 -0.88 0.31
H -0.12 -2.85 0.17
O 5.03 -2.13 3.56
O -0.62 -0.86 3.14
N 3.05 3.62 2.61
```

LUMO energy: -0.3866 eV
HOMO-LUMO gap: 8.1628 eV
SMILES: COC[C@H](C)N.COC[C@H](C)N.OCCO.OCCO.OCCO.O.O.O.O.O.O.O

(6)
A 2-piece molecular cluster, C11H17ClNO overall in a non-equilibrium geometry. Source: the OMol25 dataset; level of theory: ωB97M-V with the def2-TZVPD basis set.

```
31
C11H17ClNO (ωB97M-V with the def2-TZVPD basis set)
C 0.01 -0.38 -1.56
H 2.16 3.52 3.05
C 0.73 3.08 1.63
N -0.70 -1.57 -1.95
H -0.43 -3.32 -3.22
C 1.96 1.36 2.75
Cl -2.27 0.09 0.26
C -0.56 -0.21 0.54
H 0.87 -2.01 -3.19
H -1.97 -1.67 1.86
H -0.84 2.61 0.31
C -0.95 -2.07 2.10
H 1.63 -0.43 1.94
C 1.17 0.47 2.08
C -0.02 2.17 0.88
H -0.60 -2.20 -1.20
H -0.68 -1.89 -4.08
H 0.60 4.09 1.49
H -1.51 0.97 -2.00
H 1.08 -0.65 -1.55
H -1.56 -1.26 -2.18
C 1.67 2.69 2.54
H -0.78 -3.08 2.03
H 0.11 1.72 -2.05
H 2.70 0.96 3.39
C 0.17 0.85 1.17
C -0.19 -2.22 -3.17
O -0.33 -1.57 0.91
C -0.43 0.81 -2.28
H -0.56 0.79 -3.45
H -0.47 -1.66 2.95
```

LUMO energy: -3.2907 eV
HOMO-LUMO gap: 8.7978 eV
net charge: +1

(7)
A 2-piece molecular cluster, C4H14N2O overall in a non-equilibrium geometry. Source: the OMol25 dataset; level of theory: ωB97M-V with the def2-TZVPD basis set.

```
21
C4H14N2O (ωB97M-V with the def2-TZVPD basis set)
H 0.59 -2.78 -0.51
H -0.78 -1.35 0.62
C -0.32 -0.79 -0.19
H 0.46 1.51 -1.28
H -2.61 -1.80 -2.31
C 0.78 -1.74 -0.77
H -1.65 -2.59 -1.23
H -2.08 0.23 -0.74
H 0.54 0.16 1.35
H 0.66 2.56 3.65
O 1.50 2.74 3.19
H 1.35 2.10 0.15
N -2.19 -1.76 -1.39
C 1.05 1.22 -0.41
H 1.93 0.66 -0.76
H 0.67 -1.65 -1.86
C -1.44 -0.53 -1.17
H 1.25 2.81 2.26
H 1.80 -1.47 -0.53
H -1.09 -0.13 -2.13
N 0.16 0.44 0.46
```

LUMO energy: 0.8926 eV
HOMO-LUMO gap: 9.8621 eV
SMILES: CN[C@H](C)CN.O

(8)
An isolated ion of composition C6H11N and charge +1 in a non-equilibrium geometry. Source: the OMol25 dataset; level of theory: ωB97M-V with the def2-TZVPD basis set.

```
18
C6H11N (ωB97M-V with the def2-TZVPD basis set)
H -0.46 3.77 0.50
C -0.44 0.40 0.03
C 0.37 -0.68 0.56
H -1.77 0.91 -1.35
H -0.85 2.91 -1.08
C -0.92 2.91 0.01
C 1.54 -2.88 0.18
H -1.36 -0.77 -1.37
C 1.00 -1.55 -0.24
N -1.14 0.16 -1.06
H 2.63 -2.82 0.31
H 1.18 -3.11 1.18
H 0.34 -0.82 1.64
C -0.47 1.67 0.65
H 1.24 -3.62 -0.55
H -1.98 3.09 0.23
H 1.19 -1.25 -1.28
H -0.08 1.66 1.65
```

LUMO energy (spin up / spin down): -3.8337 / -6.4595 eV
HOMO-LUMO gap (spin up / spin down): 9.6326 / 7.7977 eV
2S+1: 2
net charge: +1

(9)
An isolated ion of composition C2H6NO3 and charge -1 in a non-equilibrium geometry. Source: the OMol25 dataset; level of theory: ωB97M-V with the def2-TZVPD basis set.

```
12
C2H6NO3 (ωB97M-V with the def2-TZVPD basis set)
O -1.62 -0.56 0.06
H 0.56 -1.88 0.55
H -1.34 0.97 1.39
O 1.49 1.29 -0.08
C 0.95 -1.04 0.06
N 0.63 0.19 0.64
H -1.95 -0.45 -0.84
H 0.40 -1.16 -0.96
O -0.92 1.53 -0.56
H 2.07 -1.19 0.02
H 0.68 1.61 -0.68
C -0.95 0.67 0.40
```

LUMO energy: 4.2733 eV
HOMO-LUMO gap: 7.7523 eV
SMILES: CN(O)[C@@H]([O-])O
net charge: -1

(10)
C57H57F3INO3P3S5Sc as an isolated structure. Source: the OMol25 dataset; level of theory: ωB97M-V with the def2-TZVPD basis set.

```
131
C57H57F3INO3P3S5Sc (ωB97M-V with the def2-TZVPD basis set)
P -2.87 -2.32 -0.62
H -1.46 1.99 5.56
S -1.32 -0.49 2.74
C 1.62 2.87 -3.93
C 2.33 0.30 3.27
H 4.82 -1.11 1.52
H -6.64 0.75 -1.08
S -1.10 2.88 3.37
H 3.23 3.00 1.72
C -4.98 -0.56 -0.78
C 2.42 -0.64 2.24
H -2.79 1.57 4.51
H -0.39 -0.96 -5.40
H -8.07 -0.39 0.59
H -1.67 3.69 -3.90
H -1.37 -0.41 5.10
H 1.30 3.48 2.70
H -1.40 3.05 -1.54
C -1.57 -2.56 -6.21
C -1.03 0.30 4.35
C -3.82 0.77 2.09
C 7.52 3.15 -1.13
C 1.59 5.57 2.47
P 2.22 -0.10 0.53
H -5.84 -5.07 -3.22
C -2.75 -2.68 -3.59
S -2.93 1.58 0.74
C -3.37 -2.89 -2.31
C -3.12 -0.47 2.67
H -4.97 -3.85 -1.29
C -4.32 -4.34 -4.53
H 6.95 2.30 -1.53
C -4.48 -1.67 -0.09
Sc -0.27 -1.22 -0.25
C 4.28 2.98 -0.14
H -4.37 -0.06 -1.52
H -1.96 -7.04 2.47
C 1.12 5.14 -0.24
H -3.98 1.52 2.87
H 7.20 -1.14 -2.02
C -6.57 -1.85 1.10
C -2.69 -5.15 -0.25
C 6.24 -0.98 -1.54
C -2.14 -6.15 1.87
C -3.22 -3.47 -4.69
O 0.52 -5.20 -0.71
H 2.47 2.82 -4.60
C 2.73 -1.43 4.89
H -7.20 -2.35 1.82
H 2.75 -2.71 1.77
C -5.29 -2.32 0.84
H -2.99 -4.05 -6.74
H 8.25 3.46 -1.88
C 1.78 2.54 -2.59
N 2.26 1.58 0.49
C 3.78 -0.56 -0.28
H 4.71 2.25 -0.83
C 5.14 -0.56 -2.28
H -4.65 -4.91 -5.39
S 6.47 4.57 -0.80
C 3.50 2.27 0.95
O -0.50 -3.13 -1.72
H 4.95 4.69 1.00
H 6.97 -1.48 0.42
I -1.13 -0.10 -2.79
C -2.28 -3.77 1.66
C 1.38 6.42 0.23
C 2.66 -1.98 2.55
C -2.45 -6.28 0.52
C -2.95 3.32 1.26
H 3.09 -0.02 -2.25
H 3.61 3.62 -0.72
H 1.40 7.25 -0.46
H -2.25 3.81 0.59
C -4.97 -4.43 -3.34
F 2.14 -3.95 -2.96
C 2.81 -2.37 3.87
C 1.62 6.64 1.58
C 5.39 3.85 0.45
C 1.32 4.30 2.00
H 2.46 0.64 5.39
H -1.78 -4.78 3.48
C 6.12 -1.17 -0.17
H 1.78 5.73 3.52
H 1.82 7.64 1.94
C -2.05 -4.89 2.44
H -3.40 -1.33 2.07
C 3.93 -0.35 -1.66
F 3.12 -3.46 -1.10
C 4.89 -0.96 0.46
O 0.62 -2.93 0.32
C -0.70 3.36 -3.54
C 0.38 3.29 -4.40
C -2.62 -3.88 0.31
H 5.24 -0.40 -3.35
H 0.95 5.00 -1.29
H -2.50 -7.26 0.06
H -2.90 -5.28 -1.30
C -1.70 1.65 4.55
H 8.05 2.84 -0.23
H -4.93 -3.19 1.37
C 2.50 -0.10 4.59
F 1.83 -1.99 -2.07
H 3.00 -3.41 4.10
C -7.06 -0.74 0.40
H -3.94 3.73 1.05
C 2.04 -3.31 -1.82
H -3.49 -0.67 3.68
H 2.87 -1.74 5.92
P 0.75 2.34 0.10
H 4.12 1.53 1.45
H -1.10 -2.51 -7.18
H 0.27 3.57 -5.44
C -6.26 -0.10 -0.53
C -0.55 3.00 -2.21
S 0.52 -3.81 -0.92
H 2.75 2.27 -2.22
C -1.73 -1.75 -3.95
C -4.47 -3.71 -2.24
H 2.15 1.34 3.04
C -2.60 -3.41 -5.96
H -2.16 -2.80 2.13
H 0.05 0.38 4.45
H 6.00 3.28 1.16
C 1.08 4.06 0.64
H -3.42 3.44 3.39
H -2.43 4.73 2.76
H -4.81 0.46 1.74
C -2.60 3.65 2.71
C 0.70 2.60 -1.71
C -1.15 -1.69 -5.19
```

LUMO energy: -5.9761 eV
HOMO-LUMO gap: 5.8426 eV
net charge: +2